A molecular structure, C4H9NO, computed with ωB97M-V/def2-TZVPD.

As for the highest occupied orbital energy: -7.43 eV. The frontier orbital gap comes out at 7.258 eV.

Last column: Löwdin charge in e.
Cartesian coordinates (Å):
O (0.478, -0.325, -1.184)  -0.089
N (-0.494, -2.254, -0.553)  0.122
C (0.073, -1.072, -0.219)  -0.597
C (0.079, -0.676, 1.165)  -0.052
C (0.395, 0.771, 1.321)  -0.119
C (-0.352, 1.753, 0.553)  0.010
H (-1.086, -2.797, 0.083)  0.105
H (-0.684, -2.391, -1.534)  0.100
H (-0.143, 6.934, -3.826)  0.000
H (0.720, 1.294, 0.138)  0.165
H (-0.354, 2.811, 0.774)  0.091
H (-0.253, -1.492, 1.805)  0.089
H (-1.293, 1.500, 0.243)  0.069
H (0.453, 6.926, -3.369)  0.000
H (1.105, 0.941, 2.101)  0.106